# 1
Here is 2 unconnected molecules or ions with the total composition C31H39N2O5PS2 from the OMol25 dataset. Energies are from wB97M-V/def2-TZVPD.

Geometry (Å):
S1 2.3023 -4.6723 3.5020
S2 0.0778 -6.0345 2.0336
P1 -2.5362 -0.9708 0.9785
O1 0.0267 -6.9589 3.1478
O2 2.0081 -5.0644 4.8627
O3 3.1566 -3.5399 3.2143
O4 0.7933 -6.3700 0.8180
O5 1.9006 -1.7199 7.6877
N1 -4.2393 -1.4698 0.9236
N2 -2.8311 0.0769 2.3345
C1 -4.8591 -0.9968 2.0885
C2 0.6931 -4.4681 2.6466
C3 1.2484 -1.7049 6.4976
C4 -5.3785 0.1307 -0.6134
C5 3.2808 -1.3072 7.7776
C6 -2.6889 -6.1510 2.3976
C7 -2.2543 1.4452 2.2962
C8 3.8805 -6.0240 1.6287
C9 4.1470 -8.4354 1.6074
C10 -4.2596 -1.8561 -1.5661
C11 3.0466 -6.1385 2.7437
C12 -3.0288 -4.1778 0.4563
C13 -5.0395 -1.3377 -0.3648
C14 -0.0065 -3.2980 2.7875
C15 -1.8183 -4.8520 0.5408
C16 0.2635 -2.5006 4.0003
C17 -4.1179 -0.1131 2.8139
C18 -2.9910 2.3227 1.2885
C19 -2.3499 2.1107 3.6628
C20 -1.6169 -5.6931 1.6262
C21 0.0866 -2.5064 6.4217
C22 1.2250 -1.4681 4.0991
C23 1.7315 -1.0790 5.3269
C24 4.4027 -7.1783 1.0366
C25 -4.0841 -4.5059 1.3116
C26 -0.8031 1.2858 1.8723
C27 -3.9415 -5.5626 2.2147
C28 -6.3451 -2.1187 -0.2412
C29 2.8605 -7.3772 3.3548
C30 -0.3967 -2.8824 5.1934
C31 3.3895 -8.5285 2.7788
H1 -2.6075 3.3468 1.3808
H2 -2.8278 2.0007 0.2510
H3 -5.8969 -1.2506 2.2946
H4 -0.7102 0.8948 0.8477
H5 -6.1656 -3.1807 -0.0294
H6 2.5441 -0.3550 5.3859
H7 -1.7031 2.9988 3.6528
H8 -4.4744 0.7273 -0.8025
H9 -4.7498 -1.4946 -2.4841
H10 -0.7631 -3.0814 2.0453
H11 3.9209 -1.8770 7.0885
H12 -2.0102 1.4425 4.4590
H13 -0.3068 2.2619 1.9016
H14 2.2837 -7.4402 4.2705
H15 -0.2830 0.6093 2.5607
H16 4.5470 -9.3417 1.1450
H17 -4.4629 0.4711 3.6597
H18 -6.8620 -2.0577 -1.2144
H19 -1.0146 -4.6949 -0.1767
H20 -2.5262 -6.9443 3.1263
H21 -0.3373 -2.8712 7.3565
H22 -4.2967 -2.9516 -1.6093
H23 -3.0899 -3.3734 -0.2664
H24 -7.0159 -1.7066 0.5257
H25 3.5467 -1.5356 8.8086
H26 3.3799 -0.2308 7.5806
H27 4.0634 -5.0333 1.2120
H28 -5.9443 0.5697 0.2179
H29 3.1964 -9.4904 3.2598
H30 -5.0027 -3.9227 1.2842
H31 -4.0676 2.3520 1.4923
H32 5.0128 -7.0888 0.1312
H33 -3.3649 2.4516 3.8926
H34 1.6051 -1.0156 3.1848
H35 -1.8238 -2.0237 1.8474
H36 -3.2191 -1.5015 -1.5874
H37 -6.0142 0.1789 -1.5113
H38 -1.2562 -3.5511 5.1182
H39 -4.8011 -5.9070 2.7922

Calculated values
- net charge = 0
- relative energy (zero: lowest compared OMol25 entry of this formula, charge and spin) (kJ/mol) = 121.70
- SMILES string = COc1ccc(C=C(S(=O)(=O)c2ccccc2)S(=O)(=O)c2ccccc2)cc1.CC(C)(C)N1C=CN(C(C)(C)C)P1
- HOMO energy (eV) = -7.309
- gap between HOMO and LUMO (eV) = 7.24

# 2
Here is a molecular structure, C31H36MoN7O4S from the OMol25 dataset. Energies are from wB97M-V/def2-TZVPD.

Geometry (Å):
Mo1 -0.3862 -0.1312 0.1800
S1 -0.2970 1.4079 2.1117
O1 1.3426 -0.5731 0.4778
O2 -1.6115 1.1323 -0.8186
O3 -0.0471 -1.4946 -1.6286
O4 -2.1562 -1.9561 -2.1853
N1 -0.4834 -2.2271 1.0080
N2 0.7564 1.6793 -0.6530
N3 0.6263 2.8272 0.0066
N4 1.0294 -3.4985 -2.5218
N5 -2.3864 -0.4756 0.9842
N6 0.3160 3.9980 1.8966
N7 2.3506 -0.2246 -1.9880
C1 -3.0224 4.4012 -0.1738
C2 2.9975 -1.1615 -2.6515
C3 -2.3638 3.3912 -0.8387
C4 -3.0826 1.8323 0.8746
C5 2.8322 -3.4830 2.0106
C6 -1.8009 -2.7979 0.9521
C7 2.2435 -1.3641 0.9301
C8 0.0424 4.2763 3.2859
C9 1.3419 0.4617 -4.0393
C10 1.5388 0.6027 -2.6546
C11 -3.6879 4.1586 1.0287
C12 1.0973 5.2130 3.8685
C13 2.0167 -0.5277 -4.7235
C14 2.8800 -1.3627 -4.0225
C15 4.1525 -3.1323 1.9750
C16 0.0811 -5.6350 -2.6222
C17 0.2636 2.8252 1.2566
C18 4.5439 -1.9020 1.4174
C19 3.6171 -1.0407 0.8940
C20 1.0027 1.7442 -1.9290
C21 -0.9627 -2.1338 -2.2369
C22 -3.7501 2.8797 1.5236
C23 -1.0571 -4.6522 -2.8924
C24 0.4777 -2.9625 1.5108
C25 1.8405 -2.6191 1.5002
C26 -2.7510 -1.7688 1.5299
C27 -2.3196 2.0894 -0.3017
C28 -0.3408 -3.3132 -3.0799
C29 0.8439 3.0189 -2.7068
C30 1.0378 -4.7868 -1.7935
C31 -3.1928 0.4847 1.3111
H1 -0.9509 4.7355 3.3727
H2 -3.0155 5.4040 -0.5759
H3 -1.7294 -4.5999 -2.0378
H4 -0.0600 2.9462 -3.3143
H5 1.6860 3.1958 -3.3743
H6 -1.6479 -4.9176 -3.7624
H7 -3.7853 -2.0258 1.2800
H8 -2.6368 -1.7339 2.6212
H9 1.8890 -0.6347 -5.7905
H10 0.2199 -3.9361 1.9444
H11 3.6593 -1.7749 -2.0492
H12 2.0461 -5.1912 -1.7181
H13 2.0621 4.7155 3.9324
H14 2.5176 -4.4297 2.4264
H15 0.6090 4.7833 1.3315
H16 -2.0733 -2.9700 -0.0947
H17 5.5888 -1.6377 1.4037
H18 4.8986 -3.7917 2.3872
H19 -1.8191 3.5982 -1.7470
H20 0.7338 3.8455 -2.0113
H21 0.7922 5.5181 4.8649
H22 1.2080 6.1089 3.2610
H23 1.7603 -3.4653 -3.2348
H24 -0.2479 -6.5314 -2.1041
H25 3.8913 -0.0897 0.4617
H26 0.6630 1.1118 -4.5624
H27 -4.0466 0.2507 1.9489
H28 -1.8625 -3.7456 1.5038
H29 -4.1600 4.9700 1.5589
H30 -4.2639 2.6749 2.4505
H31 0.5616 -5.9305 -3.5565
H32 3.4706 -2.1111 -4.5304
H33 0.0343 3.3335 3.8372
H34 0.6395 -4.6286 -0.7890
H35 1.0995 -2.6197 -1.9035
H36 -0.2905 -3.0045 -4.1247

Calculated values
- net charge = +1
- relative energy (zero: lowest compared OMol25 entry of this formula, charge and spin) (kJ/mol) = 149.35
- HOMO energy (spin up / spin down) (eV) = -9.763 / -9.761
- gap between HOMO and LUMO (spin up / spin down) (eV) = 6.56 / 6.93